ORCA calculation (the ωB97M-V functional and the def2-TZVPD basis) on H24O12 as an isolated structure in a non-equilibrium geometry.

Values from the calculation:
* total energy: -24955.30324 eV
* molar mass: 216.2 g/mol
* max |F|: 9.85 eV/Å
* ΔE to the lowest compared entry with this formula, charge and spin: 147.38 kcal per mole

```
! RIJCOSX wB97M-V def2-TZVPD def2/J DEFGRID3
* xyz 0 1
H 1.217 0.631 -0.508
H -0.230 1.055 -0.315
H 2.827 -0.844 2.878
H 2.473 -1.306 4.282
H -2.590 2.808 -5.080
H -1.609 3.030 -3.941
H -4.712 2.125 1.161
H -3.670 1.025 1.276
H 2.765 -2.232 1.208
H 2.353 -1.671 -0.144
H 0.320 2.024 -4.553
H -0.087 0.836 -3.697
H -2.940 -1.743 -0.429
H -1.979 -1.074 0.539
H -2.329 -0.540 4.357
H -1.277 0.010 3.407
H -3.405 -2.600 2.272
H -2.868 -1.218 1.937
H 5.961 -1.555 -0.557
H 4.625 -1.564 -1.282
H 1.238 3.418 1.027
H 2.587 2.718 1.032
H 0.754 -0.580 -2.618
H 1.058 -2.032 -2.288
O 0.478 1.043 -0.969
O 2.614 -1.634 3.387
O -1.701 2.579 -4.788
O -4.358 1.475 1.778
O 2.225 -2.432 0.434
O -0.454 1.571 -4.201
O -2.568 -0.885 -0.200
O -1.393 -0.316 4.307
O -3.561 -1.663 2.437
O 5.089 -1.964 -0.537
O 1.698 2.654 0.663
O 1.449 -1.151 -2.272
*
```


ORCA calculation (the ωB97M-V functional and the def2-TZVPD basis) on H24O12 as an isolated structure in a non-equilibrium geometry.

Values from the calculation:
* total energy: -24954.02673 eV
* molar mass: 216.2 g/mol
* max |F|: 13.62 eV/Å
* ΔE to the lowest compared entry with this formula, charge and spin: 176.82 kcal per mole

```
! RIJCOSX wB97M-V def2-TZVPD def2/J DEFGRID3
* xyz 0 1
H 0.862 -0.691 1.325
H -0.162 0.427 1.211
H -0.915 1.991 2.035
H -1.039 1.797 3.537
H 1.690 -3.752 -1.407
H 2.132 -3.970 -2.845
H -3.657 -2.166 0.522
H -3.035 -3.482 0.083
H 4.427 -0.731 0.328
H 5.593 -0.240 1.170
H 1.832 3.385 -1.084
H 0.547 2.699 -1.518
H -2.123 3.666 -1.205
H -2.656 4.983 -1.744
H -2.840 -1.427 -1.363
H -3.863 -1.800 -2.424
H -3.117 1.133 0.979
H -2.818 1.207 -0.509
H 1.548 0.485 2.975
H 0.623 -0.603 3.496
H 2.863 0.270 -1.278
H 4.304 0.595 -1.637
H 0.356 -1.884 -0.711
H -0.561 -2.473 0.348
O 0.740 0.249 1.500
O -0.398 2.006 2.849
O 2.081 -3.294 -2.160
O -3.701 -3.117 0.676
O 5.222 -0.187 0.282
O 1.210 3.330 -1.818
O -2.938 4.100 -1.480
O -3.579 -2.023 -1.530
O -3.483 0.901 0.118
O 1.377 -0.461 2.912
O 3.396 0.846 -1.839
O 0.083 -1.769 0.206
*
```